Record 1
{"formula": "CsH4O2", "method": "ωB97M-V with the def2-TZVPD basis set", "species": ["Cs", "O", "H", "H", "O", "H", "H"], "coordinates": [[-0.50424, 0.73246, 1.64513], [1.56591, -0.22321, 0.49146], [1.89596, -1.00556, 0.04964], [0.75627, -0.00931, 0.02781], [-0.94506, 0.07568, -0.49689], [-0.91514, 0.15970, -1.44992], [-1.85370, 0.27025, -0.26722]], "forces_ev_per_a": [[-0.343, 2.435, 6.919], [0.789, -0.252, -0.186], [0.432, -0.266, -0.138], [0.828, -0.583, -1.264], [-0.993, -0.914, -3.931], [-0.013, -0.223, -0.797], [-0.701, -0.197, -0.603]], "charge": 1, "largest_force_ev_per_a": 7.343, "energy_ev": -4700.692, "e_lumo_ev": -3.949, "de_lowest_kj_mol": 234.13, "e_homo_ev": -16.252}

=====

Record 2
{"formula": "C30H27BrHfN10O4S2", "method": "ωB97M-V with the def2-TZVPD basis set", "species": ["Hf", "C", "C", "N", "N", "C", "N", "S", "C", "C", "C", "C", "C", "N", "H", "H", "H", "H", "H", "H", "H", "H", "H", "H", "N", "C", "C", "C", "C", "C", "C", "S", "O", "O", "N", "C", "N", "C", "C", "C", "N", "H", "H", "H", "H", "H", "H", "H", "H", "H", "Br", "C", "C", "C", "C", "C", "N", "C", "O", "O", "H", "H", "H", "N", "C", "C", "C", "C", "C", "C", "H", "H", "H", "H", "H"], "coordinates": [[10.19830, 8.36969, 9.32869], [5.90462, 7.17852, 10.99827], [7.38434, 7.38265, 10.82256], [8.01651, 7.84484, 9.74302], [7.24178, 8.21407, 8.59194], [8.10341, 8.66689, 7.53724], [7.33492, 8.95517, 6.40292], [9.21916, 7.08190, 7.20383], [8.32840, 7.07789, 11.86720], [7.95597, 6.64966, 13.15974], [8.91563, 6.55576, 14.15840], [10.25490, 6.83060, 13.83217], [10.55231, 7.18005, 12.51894], [9.62716, 7.34226, 11.56088], [5.62228, 6.13382, 10.75889], [5.60782, 7.37107, 12.04163], [5.36568, 7.85028, 10.32293], [6.62031, 7.47241, 8.25658], [7.50845, 9.90087, 6.08927], [7.57632, 8.29452, 5.67133], [6.91213, 6.41657, 13.37131], [8.63512, 6.26254, 15.16195], [11.05384, 6.77227, 14.55572], [11.59137, 7.33698, 12.24383], [16.04793, 14.29871, 9.94012], [15.42824, 13.08916, 10.14296], [15.30148, 12.15558, 9.08317], [14.68416, 10.92641, 9.29159], [14.12737, 10.64123, 10.55523], [14.31182, 11.51349, 11.65390], [14.94734, 12.72169, 11.43961], [13.20534, 9.15318, 10.72210], [13.60426, 8.26819, 9.65726], [13.22596, 8.68017, 12.09353], [11.67052, 9.61985, 10.31507], [10.90820, 10.22842, 11.30539], [9.58634, 10.01402, 11.14636], [8.78804, 10.38008, 12.17439], [9.31720, 10.98905, 13.31185], [10.70340, 11.23125, 13.31574], [11.49378, 10.86964, 12.31646], [16.17610, 14.63014, 8.99942], [15.99504, 14.98741, 10.66746], [15.70994, 12.41374, 8.09828], [14.66507, 10.17853, 8.50234], [13.93449, 11.24156, 12.63609], [15.05194, 13.39438, 12.29404], [7.71285, 10.23345, 12.05701], [8.70146, 11.20669, 14.17794], [11.21821, 11.69626, 14.14935], [11.87320, 11.12581, 7.41849], [12.37897, 9.36951, 6.98953], [13.37098, 9.17078, 5.99981], [13.82164, 7.85922, 5.78464], [13.31892, 6.81629, 6.57472], [12.38966, 7.12821, 7.54145], [11.85733, 8.36948, 7.68738], [11.95961, 6.11112, 8.53470], [12.31199, 4.95196, 8.46271], [11.13612, 6.60784, 9.52781], [13.74302, 10.02449, 5.43476], [14.59385, 7.63882, 5.04546], [13.64687, 5.78464, 6.50976], [8.98599, 9.65271, 8.01935], [8.42593, 10.88836, 8.18818], [8.60074, 11.83288, 7.15320], [7.87169, 13.01050, 7.16666], [6.93450, 13.27326, 8.19197], [6.73616, 12.31720, 9.19642], [7.45438, 11.14223, 9.20152], [9.32766, 11.65236, 6.36458], [8.02411, 13.76042, 6.39741], [6.40522, 14.21691, 8.22660], [6.00696, 12.47634, 9.98929], [7.24923, 10.39740, 9.96107]], "forces_ev_per_a": [[-1.719, -0.307, -0.587], [0.199, -0.137, -0.272], [0.963, 0.816, -2.788], [-3.856, -0.402, -0.225], [-1.075, -0.555, 2.687], [2.153, -2.356, -0.548], [-0.740, 0.030, -1.029], [-0.679, 1.193, 0.318], [1.388, 0.023, 1.678], [-0.071, 0.194, -0.632], [0.836, 0.132, -0.441], [-1.063, -0.136, -0.131], [-0.118, -0.128, -0.180], [-0.123, -0.338, 1.012], [0.140, 0.481, 0.057], [0.110, 0.000, -0.471], [0.028, -0.109, 0.120], [0.297, 0.174, 0.370], [-0.109, 0.044, -0.082], [-0.124, 0.337, 0.040], [0.349, 0.071, -0.039], [0.010, 0.002, -0.026], [-0.019, -0.055, 0.045], [-0.235, 0.075, -0.096], [0.041, -0.172, 0.054], [-0.513, -0.856, 0.381], [0.122, 0.258, 0.369], [-0.045, 0.402, 0.819], [0.723, 0.115, 0.177], [-0.049, -0.317, -1.073], [0.225, 0.232, -0.480], [0.208, 0.254, 0.040], [0.293, 0.218, 0.649], [0.249, 0.305, -0.798], [-0.052, 0.226, 1.312], [0.427, -0.338, -0.252], [0.037, 0.399, 0.735], [0.839, 0.464, -0.376], [0.250, -0.349, -0.170], [-0.472, -0.368, -0.339], [-0.526, 0.154, 0.209], [-0.043, 0.003, 0.125], [-0.027, 0.081, -0.076], [-0.140, -0.164, 0.411], [-0.188, 0.190, 0.169], [0.098, 0.044, -0.319], [0.137, -0.024, -0.376], [0.313, -0.154, 0.028], [0.051, 0.124, -0.233], [-0.236, 0.125, 0.091], [-0.007, 0.103, -0.270], [0.503, -0.880, -0.468], [-0.285, -0.707, 0.291], [-0.255, 0.411, 0.197], [0.007, 0.488, 0.129], [-0.046, 0.889, -0.674], [1.129, 0.118, -0.135], [-1.580, -0.913, 1.977], [-0.223, 1.183, 0.067], [2.331, -1.457, -1.872], [-0.049, -0.300, 0.196], [-0.281, 0.218, 0.128], [0.070, 0.204, -0.061], [1.793, -1.298, 0.885], [-1.799, 1.267, -0.256], [-0.176, 0.213, 0.761], [-0.723, 0.613, 0.835], [0.713, -0.515, -0.264], [-0.087, 0.550, -0.156], [0.836, 0.063, -0.776], [-0.238, -0.167, 0.170], [-0.017, -0.085, -0.014], [-0.060, -0.062, -0.118], [0.054, 0.150, -0.191], [0.126, 0.010, -0.236]], "charge": 0, "largest_force_ev_per_a": 3.883, "energy_ev": -147663.040, "e_lumo_ev": -0.863, "de_lowest_kj_mol": 0.00, "e_homo_ev": -7.048}

=====

Record 3
{"formula": "C4H9AuCl3F5N2O4S2SiTe", "method": "ωB97M-V with the def2-TZVPD basis set", "species": ["Au", "C", "O", "C", "O", "N", "N", "H", "H", "H", "H", "H", "H", "C", "O", "C", "S", "S", "H", "H", "H", "Cl", "Si", "Cl", "Cl", "F", "Te", "F", "F", "F", "F", "O"], "coordinates": [[0.70411, 0.63513, 0.11311], [-2.83990, -1.88886, 3.47144], [-1.63332, -1.12805, 3.53013], [-0.91308, -0.84167, 2.43701], [0.08990, -0.18147, 2.50806], [-1.36911, -1.39132, 1.26450], [-0.79483, -0.95090, 0.07398], [-3.17903, -1.97232, 4.49873], [-2.65853, -2.88816, 3.07266], [-3.60605, -1.36845, 2.89227], [-2.30743, -1.74279, 1.17609], [-1.51748, -0.61140, -0.56395], [-0.33566, -1.71789, -0.41033], [5.70565, 0.14603, 0.13213], [4.73658, 1.19934, -0.04306], [3.47251, 0.90491, 0.03551], [2.37343, 2.19776, -0.20010], [2.84895, -0.63263, 0.35516], [6.66555, 0.61261, -0.05783], [5.51641, -0.65452, -0.58026], [5.65273, -0.23290, 1.15098], [-0.65046, 3.98114, -0.80273], [-1.08403, 2.06726, -0.34446], [-2.26757, 2.05693, 1.33734], [-1.90960, 2.51375, -4.43511], [-1.15326, -0.36820, -4.70494], [-1.60094, 0.52575, -3.14465], [0.04739, 1.56728, -2.98798], [-0.16245, -0.59639, -2.37182], [-2.37542, -1.07819, -2.41993], [-3.45068, 0.58022, -3.56993], [-2.00438, 1.25800, -1.41200]], "forces_ev_per_a": [[0.038, 0.005, -0.140], [-0.005, 0.014, -0.093], [0.286, 0.165, -0.045], [-0.427, -0.231, 0.346], [0.085, 0.012, 0.242], [-0.132, -0.122, 0.233], [0.244, 0.140, -0.364], [0.013, -0.004, -0.011], [-0.002, 0.001, -0.012], [0.018, -0.008, -0.019], [-0.043, 0.050, 0.056], [-0.063, -0.227, 0.042], [-0.020, -0.014, -0.055], [0.023, -0.008, 0.004], [0.055, 0.024, -0.034], [-0.075, -0.133, 0.066], [-0.139, -0.052, 0.036], [0.170, 0.146, -0.040], [-0.003, 0.004, 0.010], [-0.003, 0.009, 0.002], [-0.006, -0.009, -0.010], [0.051, 0.000, -0.062], [-0.018, -0.002, 0.154], [0.069, 0.057, 0.026], [0.001, -0.050, 0.052], [-0.106, 0.048, 0.144], [0.539, 0.292, -0.468], [-0.234, -0.088, 0.116], [-0.184, 0.088, -0.139], [-0.054, -0.064, 0.141], [0.107, -0.104, 0.090], [-0.187, 0.061, -0.269]], "charge": 0, "largest_force_ev_per_a": 0.771, "energy_ev": -107156.665, "e_lumo_ev": -1.380, "e_homo_ev": -9.856}

=====

Record 4
{"formula": "C14H27N3O3", "method": "ωB97M-V with the def2-TZVPD basis set", "species": ["C", "C", "O", "C", "C", "C", "N", "C", "O", "C", "C", "C", "N", "C", "O", "N", "C", "C", "C", "C", "H", "H", "H", "H", "H", "H", "H", "H", "H", "H", "H", "H", "H", "H", "H", "H", "H", "H", "H", "H", "H", "H", "H", "H", "H", "H", "H"], "coordinates": [[-4.51178, -2.21751, 1.33005], [-3.54265, -2.21428, 0.14967], [-3.19033, -0.92527, -0.30176], [-4.21590, -0.23223, -0.99005], [-3.64716, 1.04425, -1.60633], [-3.25258, 2.08021, -0.55054], [-2.13766, 1.62397, 0.24467], [-0.89976, 2.15840, 0.12252], [-0.67741, 3.19200, -0.47054], [0.17669, 1.32832, 0.81647], [1.42657, 2.15560, 1.10465], [2.51160, 1.26437, 1.70442], [2.83334, 0.12770, 0.85745], [3.84154, 0.32693, -0.06973], [4.33468, 1.41723, -0.28169], [4.26482, -0.81010, -0.72544], [4.36111, -2.09118, -0.06395], [5.21644, -0.62659, -1.79868], [1.67120, -0.67951, 0.54335], [0.56008, 0.15969, -0.09834], [-5.49347, -1.85655, 1.03367], [-4.61774, -3.23106, 1.70618], [-4.13159, -1.58412, 2.12817], [-2.59482, -2.67101, 0.44868], [-3.96562, -2.79726, -0.68198], [-4.62277, -0.87980, -1.78180], [-5.03455, 0.02411, -0.30262], [-4.40268, 1.47335, -2.26519], [-2.76903, 0.78985, -2.20141], [-2.93855, 3.01013, -1.03055], [-4.10591, 2.28718, 0.10508], [-2.23212, 0.68273, 0.59905], [-0.22981, 0.93225, 1.75483], [1.78973, 2.59551, 0.17546], [1.19198, 2.96808, 1.79313], [2.17939, 0.86621, 2.67052], [3.42751, 1.83782, 1.84923], [3.87545, -2.87140, -0.65800], [5.41455, -2.36560, 0.05982], [3.90321, -2.04561, 0.92063], [5.08049, 0.36794, -2.21601], [5.03510, -1.37903, -2.56779], [6.24952, -0.71807, -1.44598], [1.30345, -1.12249, 1.47736], [1.94935, -1.47947, -0.14031], [0.92179, 0.56021, -1.04803], [-0.30571, -0.47588, -0.29833]], "forces_ev_per_a": [[0.217, 0.139, -0.356], [-0.080, -0.277, 0.228], [0.119, 0.185, 0.005], [-0.145, 0.149, -0.336], [-0.050, -0.154, 0.465], [-0.061, 0.077, -0.285], [-0.302, -0.190, 0.102], [0.034, -0.311, 0.587], [0.216, 0.303, -0.278], [0.218, 0.307, -0.371], [-0.053, -0.206, 0.109], [0.102, 0.326, 0.046], [0.073, 0.083, 0.142], [-0.021, -0.306, 0.065], [0.121, 0.366, -0.036], [0.057, 0.038, -0.099], [-0.066, -0.136, 0.045], [-0.081, 0.159, -0.123], [-0.237, -0.111, -0.283], [0.083, -0.177, 0.317], [-0.111, 0.010, 0.035], [-0.051, -0.112, 0.066], [0.022, 0.039, 0.104], [-0.125, -0.052, -0.070], [0.102, 0.045, 0.043], [0.008, 0.023, 0.107], [0.018, -0.039, -0.066], [-0.037, -0.008, -0.054], [-0.006, 0.008, -0.106], [-0.113, -0.075, 0.115], [0.013, 0.063, -0.096], [0.188, 0.083, 0.006], [-0.026, -0.015, -0.022], [-0.009, 0.041, 0.024], [0.016, 0.062, -0.008], [0.030, 0.041, 0.001], [-0.114, -0.069, 0.086], [0.016, -0.044, 0.078], [-0.028, -0.007, 0.015], [-0.007, -0.046, -0.027], [0.066, -0.080, -0.053], [0.062, -0.014, -0.022], [-0.006, 0.006, -0.001], [0.002, -0.069, -0.077], [-0.012, -0.031, 0.122], [-0.025, 0.000, -0.080], [-0.017, -0.026, -0.065]], "charge": 0, "largest_force_ev_per_a": 0.665, "energy_ev": -25569.918, "e_lumo_ev": 0.631, "de_lowest_kj_mol": 62.49, "e_homo_ev": -8.750}

=====

Record 5
{"formula": "C6H10N2S", "method": "ωB97M-V with the def2-TZVPD basis set", "species": ["H", "N", "C", "S", "C", "C", "N", "C", "C", "C", "H", "H", "H", "H", "H", "H", "H", "H", "H"], "coordinates": [[2.14961, -2.49933, 1.02092], [1.94256, -1.56892, 0.60047], [0.82081, -1.08951, 1.01211], [-0.41824, -1.63676, 2.11635], [-1.61838, -0.32030, 1.58017], [-0.78346, 0.81363, 1.05487], [0.37049, 0.09044, 0.39915], [1.17339, 0.77484, -0.53537], [0.59087, 0.60949, -1.94406], [-0.52933, -0.00667, -2.28417], [-2.33500, -0.05548, 2.39396], [-2.16885, -0.75785, 0.73844], [-1.40530, 1.41131, 0.34467], [-0.35064, 1.37106, 1.88333], [1.25685, 1.83273, -0.27032], [2.15868, 0.43239, -0.58960], [1.20553, 1.13313, -2.72192], [-1.08296, -0.60770, -1.48394], [-0.97663, 0.07347, -3.31508]], "forces_ev_per_a": [[-0.263, 0.970, -0.321], [-0.656, -1.194, 1.349], [0.480, 1.394, -2.042], [-0.572, 0.111, 0.621], [-0.511, -0.908, 0.228], [1.212, -1.170, -0.474], [-1.185, -0.023, 1.610], [-1.493, 0.473, -1.643], [0.951, 1.351, -0.605], [-1.209, -0.662, 0.342], [0.772, -0.245, -0.549], [-0.085, 0.089, 0.296], [0.960, -0.271, 0.439], [-0.300, 0.618, -0.013], [-0.234, 0.154, -0.161], [1.534, -0.902, 0.397], [-0.756, -0.377, 0.594], [0.618, 0.988, -1.316], [0.737, -0.396, 1.247]], "charge": 0, "largest_force_ev_per_a": 2.519, "energy_ev": -20198.410, "e_lumo_ev": 0.719, "de_lowest_kj_mol": 43.68, "e_homo_ev": -8.703}

=====

Record 6
{"formula": "C2H8OSi2", "method": "ωB97M-V with the def2-TZVPD basis set", "species": ["C", "C", "O", "Si", "Si", "H", "H", "H", "H", "H", "H", "H", "H"], "coordinates": [[1.14464, -0.44462, -1.45543], [0.29894, 0.58990, -1.53484], [-0.95205, 2.29613, 0.39826], [-0.02826, -1.55076, 2.01183], [-1.13495, 0.90187, -0.37268], [1.91617, -0.62179, -2.10911], [0.96692, -1.20064, -0.77224], [0.57265, 1.35412, -2.27624], [-0.57404, 3.15003, 0.25010], [1.02624, -2.01730, 1.11134], [-1.09571, -2.46607, 2.21887], [0.47346, -0.89538, 3.30349], [-2.61401, 0.90451, -0.77336]], "forces_ev_per_a": [[-2.297, 1.480, 0.195], [0.447, 0.162, -0.515], [-0.359, 0.550, 0.771], [-0.122, 2.876, -0.919], [0.364, -1.792, 1.202], [1.885, 0.047, -1.496], [-0.319, -1.355, 1.361], [-0.339, -0.114, 0.101], [0.354, 0.271, -0.302], [0.285, -0.397, 0.282], [-0.628, -0.880, 0.281], [-0.239, -0.516, -0.816], [0.968, -0.331, -0.145]], "charge": 0, "largest_force_ev_per_a": 3.022, "energy_ev": -20003.035, "e_lumo_ev": [-0.259, -0.305], "de_lowest_kj_mol": 349.52, "e_homo_ev": [-7.100, -7.064]}